DFT (ωB97M-V with the def2-TZVPD basis set) results for a structure of composition C4H8N4.

Element x y z (Å)
H: -3.9336 0.1125 -2.9718
H: 3.6071 -0.8846 3.3766
N: 1.4234 -0.0046 1.2213
N: -1.6846 0.6055 -2.3739
N: 1.7247 -0.7365 2.1332
H: 3.2888 0.6091 1.8763
C: -2.6165 0.5322 -3.2403
H: -2.4392 1.0913 -4.2417
H: -0.3863 1.2504 -0.5640
C: -0.4324 0.1394 -0.3778
H: -2.4310 -0.6015 -0.6155
N: -1.7364 0.0107 -1.0416
C: 2.8175 -0.0321 2.9646
C: 0.4416 -0.5468 0.4501
H: 0.6662 -1.7154 0.7656
H: 2.2774 0.4567 4.0218

Summary:
strongest force on any atom	4.92	eV Å⁻¹
orbital gap	8.977	eV